# 1
{"formula": "C4H6N4O4", "method": "ωB97M-V with the def2-TZVPD basis set", "spin_multiplicity": 1, "energy_ev": -18383.4495, "homo_energy_ev": -8.45, "fmax_ev_per_a": 5.349, "homo_lumo_gap_ev": 7.077, "species": ["O", "O", "O", "O", "N", "N", "N", "N", "C", "C", "C", "C", "H", "H", "H", "H", "H", "H"], "positions_angstrom": [[2.30230, 1.76178, 1.20255], [2.07765, 0.17396, -2.83486], [1.60482, -1.25701, 1.50961], [1.88730, -2.74298, 0.01105], [-0.92637, 0.46153, 0.36290], [1.94750, -0.31046, -1.75448], [1.73127, -1.60717, 0.36874], [1.22581, 1.26334, 1.11595], [-1.54398, -0.84064, 0.38383], [0.35456, 0.71069, 0.47497], [1.57717, -0.66737, -0.65274], [-1.67895, 1.46879, -0.24012], [-1.65127, -1.29211, -0.67326], [-2.67194, 1.16533, -0.09901], [-1.54373, 1.49314, -1.29948], [-2.55257, -0.81322, 1.05331], [-0.80383, -1.53791, 0.90846], [-1.33573, 2.57030, 0.16257]]}

# 2
{"formula": "C4H6N5O6", "method": "ωB97M-V with the def2-TZVPD basis set", "spin_multiplicity": 1, "smiles": "CN1C(=[NH2+])NC(=O)[C@]1(ON=O)O[N+](=O)[O-]", "energy_ev": -23966.7464, "homo_energy_ev": -14.53, "total_charge": 1, "fmax_ev_per_a": 4.185, "homo_lumo_gap_ev": 10.222, "species": ["O", "O", "O", "O", "O", "O", "N", "N", "N", "N", "N", "C", "C", "C", "C", "H", "H", "H", "H", "H", "H"], "positions_angstrom": [[3.11608, 2.09260, 0.88971], [-0.10177, 0.05380, 3.87198], [-0.17730, 0.23276, 1.69745], [1.29338, -2.26647, 1.18001], [1.63756, 0.78881, 2.83341], [1.73113, 0.43054, 0.23507], [-0.56720, 0.20852, -0.58806], [-0.36122, -2.06821, -0.53000], [0.56341, 0.35565, 2.96393], [-1.81906, -1.08924, -2.08827], [2.01839, 1.89844, 0.87684], [0.49531, -0.10167, 0.41231], [0.61074, -1.60829, 0.43843], [-0.89826, -0.96945, -1.12562], [-0.85531, 1.53567, -1.18220], [-0.54028, -2.98700, -0.94083], [-0.55508, 2.21350, -0.27083], [-0.18229, 1.75908, -2.09991], [-1.97709, -0.15901, -2.50256], [-1.54365, -1.84106, -2.74400], [-1.88749, 1.52102, -1.32685]]}

# 3
{"formula": "C4H6N5OP", "method": "ωB97M-V with the def2-TZVPD basis set", "spin_multiplicity": 1, "energy_ev": -23029.3316, "homo_energy_ev": -10.26, "fmax_ev_per_a": 3.480, "homo_lumo_gap_ev": 9.326, "species": ["P", "O", "N", "N", "N", "N", "N", "C", "C", "C", "C", "H", "H", "H", "H", "H", "H"], "positions_angstrom": [[-0.14877, 1.83613, -1.04570], [1.24384, 1.04624, -1.05455], [-2.57840, -1.25206, 0.71841], [-2.31359, -0.44606, -1.31287], [1.40171, -2.32664, 0.43722], [-1.57689, 0.17523, -0.42348], [-1.71923, -0.28641, 0.78587], [-2.93908, -1.34633, -0.56903], [1.45148, 0.14445, 1.19530], [2.07461, 1.00067, 0.09366], [1.40745, -1.24085, 0.78963], [2.04348, 0.22928, 2.10765], [0.42407, 0.47527, 1.39398], [3.01898, 0.56947, -0.25089], [2.25705, 2.01611, 0.46381], [-3.63838, -2.05770, -0.95529], [-0.40833, 1.46321, -2.37373]]}

# 4
{"formula": "C4H6N6O", "method": "ωB97M-V with the def2-TZVPD basis set", "spin_multiplicity": 3, "energy_ev": -15226.2561, "homo_energy_ev": [-5.12, -8.63], "fmax_ev_per_a": 8.662, "homo_lumo_gap_ev": [5.872, 6.730], "species": ["O", "N", "N", "N", "N", "N", "N", "C", "C", "C", "C", "H", "H", "H", "H", "H", "H"], "positions_angstrom": [[2.75612, 0.29297, 0.60036], [-1.42282, 0.75288, 0.26323], [0.60163, 0.16408, -0.29205], [-2.75134, -1.13524, 0.31374], [1.93080, -0.22766, -0.40344], [0.58413, -2.19666, -0.24239], [0.03918, 2.56108, -0.03047], [-0.22668, 1.21077, -0.02337], [-0.31420, -1.22473, -0.05091], [-1.50028, -0.58676, 0.12448], [1.78658, -1.77649, -0.40932], [2.22682, 0.55760, 1.39202], [-0.81093, 3.02792, -0.04147], [-2.94505, -1.80323, -0.33548], [0.77372, 2.98042, -0.50005], [2.71983, -2.27687, -0.60486], [-3.44751, -0.32011, 0.23998]]}

# 5
{"formula": "C4H6NO", "method": "ωB97M-V with the def2-TZVPD basis set", "spin_multiplicity": 1, "energy_ev": -7772.9097, "homo_energy_ev": -15.07, "total_charge": 1, "fmax_ev_per_a": 4.853, "homo_lumo_gap_ev": 10.194, "species": ["O", "N", "C", "C", "C", "C", "H", "H", "H", "H", "H", "H"], "positions_angstrom": [[2.41656, 0.74473, -0.76353], [-0.41010, 0.50614, 0.03077], [1.28164, -1.03909, 0.45307], [-0.20626, -0.73950, -0.06561], [-1.62328, 1.21484, -0.22502], [1.92865, -0.03539, -0.13309], [1.19104, -1.12928, 1.53396], [-0.66491, -1.72459, -0.26636], [-1.54790, 2.08038, -0.82742], [-1.79670, 1.60310, 0.79983], [1.70607, -2.01378, 0.10696], [-2.27481, 0.53244, -0.64359]]}

# 6
{"formula": "C4H6NO", "method": "ωB97M-V with the def2-TZVPD basis set", "spin_multiplicity": 1, "energy_ev": -7769.4457, "homo_energy_ev": [-15.29, -15.29], "total_charge": 1, "fmax_ev_per_a": 8.626, "homo_lumo_gap_ev": [9.152, 9.151], "species": ["O", "N", "C", "C", "C", "C", "H", "H", "H", "H", "H", "H"], "positions_angstrom": [[0.14282, 1.20465, 0.54643], [1.88815, -0.21756, -0.07255], [3.04318, -0.29234, -0.01240], [0.67445, 0.22819, -0.18902], [-1.91680, 0.02341, -0.10881], [-0.59655, 0.08206, 0.60996], [-1.86765, 0.01304, -1.19816], [-0.51920, -0.59738, 1.55974], [3.89110, -0.88984, 0.09650], [-2.47291, -0.73358, 0.38531], [0.10939, 0.26135, -1.68176], [-2.37597, 0.91802, 0.06477]]}

# 7
{"formula": "C4H6NO", "method": "ωB97M-V with the def2-TZVPD basis set", "spin_multiplicity": 1, "energy_ev": -7768.2215, "homo_energy_ev": [-16.11, -15.76], "total_charge": 1, "fmax_ev_per_a": 3.796, "homo_lumo_gap_ev": [7.733, 7.933], "species": ["O", "N", "C", "C", "C", "C", "H", "H", "H", "H", "H", "H"], "positions_angstrom": [[1.15598, -1.40923, -0.16496], [0.43944, -0.10149, -1.53249], [-0.33814, 0.38713, 0.67596], [0.20783, 1.01068, -0.57323], [-0.68680, 0.42262, -1.60108], [0.47800, -0.99837, 0.89557], [-0.19557, 1.04803, 1.55046], [-1.73548, 0.14324, -2.07175], [1.24142, -0.69303, 1.64692], [-1.39714, 0.16206, 0.55615], [0.94849, 1.89360, -0.66157], [-0.11803, -1.86521, 1.28003]]}

# 8
{"formula": "C4H6NO", "method": "ωB97M-V with the def2-TZVPD basis set", "spin_multiplicity": 1, "smiles": "C=C=CC([NH3+])=O", "energy_ev": -7774.0794, "homo_energy_ev": -15.41, "total_charge": 1, "fmax_ev_per_a": 1.360, "homo_lumo_gap_ev": 10.599, "species": ["O", "N", "C", "C", "C", "C", "H", "H", "H", "H", "H", "H"], "positions_angstrom": [[2.55325, -0.49621, 0.00038], [1.02315, 1.31588, 0.04377], [-2.21914, -0.48554, -0.04067], [1.39741, -0.30195, 0.00804], [-1.00014, -0.88048, -0.03391], [0.28262, -1.18526, -0.00670], [-2.77467, -0.34176, -0.95522], [1.74990, 1.74854, 0.62631], [0.08880, 1.51188, 0.40693], [0.56497, -2.23371, -0.00188], [-2.79017, -0.32780, 0.86283], [1.12403, 1.67641, -0.90990]]}

# 9
{"formula": "C4H6NO2", "method": "ωB97M-V with the def2-TZVPD basis set", "spin_multiplicity": 1, "smiles": "[H]/N=C(\\CC)C(=O)[O-]", "energy_ev": -9831.6832, "homo_energy_ev": -3.95, "total_charge": -1, "fmax_ev_per_a": 1.032, "homo_lumo_gap_ev": 8.035, "species": ["O", "O", "N", "C", "C", "C", "C", "H", "H", "H", "H", "H", "H"], "positions_angstrom": [[-0.09659, 1.50484, -1.90044], [0.15097, -0.61069, -2.61909], [2.08935, -0.09838, -0.19898], [-0.20091, -0.67434, 0.49860], [0.25734, 0.32462, -1.81492], [0.85280, -0.13163, -0.44467], [-1.05528, 0.47526, 1.02830], [-1.40477, 1.07336, 0.19033], [-1.91298, 0.10371, 1.59128], [-0.82956, -1.37132, -0.06191], [0.26775, -1.21800, 1.33442], [-0.46253, 1.11791, 1.67857], [2.34441, -0.49534, 0.71850]]}

# 10
{"formula": "C4H6NO2", "method": "ωB97M-V with the def2-TZVPD basis set", "spin_multiplicity": 1, "energy_ev": -9817.7894, "homo_energy_ev": -12.89, "total_charge": 1, "fmax_ev_per_a": 3.728, "homo_lumo_gap_ev": 7.969, "species": ["O", "O", "N", "C", "C", "C", "C", "H", "H", "H", "H", "H", "H"], "positions_angstrom": [[2.33827, -1.45448, -0.25060], [-2.91672, -0.55440, 0.36982], [0.06423, 1.19418, 0.06375], [1.32272, 0.55019, 0.51416], [-1.98370, -0.28425, -0.50840], [-0.90563, 0.44747, -0.32488], [1.39264, -0.59550, -0.34572], [0.13948, 2.18776, -0.19833], [2.16611, 1.29528, 0.36987], [3.09207, -1.18097, 0.24908], [-3.67955, -1.05974, 0.09092], [1.27392, 0.15766, 1.52604], [-2.30384, -0.70319, -1.55569]]}

# 11
{"formula": "C4H6NO2", "method": "ωB97M-V with the def2-TZVPD basis set", "spin_multiplicity": 3, "energy_ev": -9816.7067, "homo_energy_ev": [-12.76, -16.33], "total_charge": 1, "fmax_ev_per_a": 7.399, "homo_lumo_gap_ev": [8.766, 7.147], "species": ["O", "O", "N", "C", "C", "C", "C", "H", "H", "H", "H", "H", "H"], "positions_angstrom": [[2.64813, 0.49592, -1.02545], [1.10462, -1.00573, -0.32069], [-0.49643, -0.80886, 0.34378], [-1.20413, -1.82569, 0.18456], [1.55204, 0.26156, -0.65274], [0.43657, 1.27225, -0.39662], [-0.51937, 0.60920, 0.67245], [0.15373, 1.61629, -1.47576], [-1.61370, 1.02609, 0.67581], [0.90447, 2.11635, 0.13066], [0.04363, 0.77328, 1.56017], [-2.23527, -1.73753, 0.54313], [-0.77429, -2.79314, -0.23930]]}

# 12
{"formula": "C4H6NO2P", "method": "ωB97M-V with the def2-TZVPD basis set", "spin_multiplicity": 1, "energy_ev": -19114.4763, "homo_energy_ev": -8.72, "fmax_ev_per_a": 4.757, "homo_lumo_gap_ev": 8.546, "species": ["P", "O", "O", "N", "C", "C", "C", "C", "H", "H", "H", "H", "H", "H"], "positions_angstrom": [[1.14090, 1.05671, -0.71597], [0.40971, 1.72550, 0.60524], [-1.75262, 0.70473, 0.77556], [2.02692, -0.95148, 0.72577], [-1.89618, 0.06881, -0.51185], [1.71507, -0.65952, -0.46683], [-0.99559, -0.21051, -1.44501], [-0.45922, 0.74862, 1.25612], [-2.91589, -0.31278, -0.61944], [-0.67099, 1.24366, 2.14171], [-1.17108, -0.24734, -2.48874], [2.50622, -1.82841, 0.97983], [2.06176, -1.15588, -1.39904], [0.00097, -0.18212, 1.16265]]}

# 13
{"formula": "C4H6NO2P", "method": "ωB97M-V with the def2-TZVPD basis set", "spin_multiplicity": 1, "smiles": "C=P[C@H]1NC(=O)[C@@H]1O", "energy_ev": -19116.5500, "homo_energy_ev": -9.60, "fmax_ev_per_a": 5.600, "homo_lumo_gap_ev": 9.155, "species": ["P", "O", "O", "N", "C", "C", "C", "C", "H", "H", "H", "H", "H", "H"], "positions_angstrom": [[0.81179, 1.52613, -0.35728], [-3.79906, 0.62756, -0.30282], [-1.46292, -1.71288, -0.19134], [-1.83167, 1.39548, 0.57314], [-0.57317, 0.59452, 0.43859], [-2.61440, 0.61098, -0.13990], [1.93656, 0.25501, -0.35343], [-1.44596, -0.34563, -0.46684], [-0.14324, 0.19159, 1.32926], [1.90084, -0.82412, -0.14882], [-2.02755, 2.27351, 0.99165], [2.97746, 0.35095, -0.70093], [-1.09077, -0.13563, -1.50132], [-0.79076, -2.05782, -0.65131]]}

# 14
{"formula": "C4H6NO3", "method": "ωB97M-V with the def2-TZVPD basis set", "spin_multiplicity": 2, "energy_ev": -11871.8465, "homo_energy_ev": [-10.16, -9.99], "fmax_ev_per_a": 7.529, "homo_lumo_gap_ev": [9.270, 5.919], "species": ["O", "O", "O", "N", "C", "C", "C", "C", "H", "H", "H", "H", "H", "H"], "positions_angstrom": [[0.81558, 2.26522, -0.60352], [1.94726, 0.63176, -1.63917], [-1.69336, -1.30275, 1.28019], [0.06925, 0.73714, 1.44757], [1.17068, 1.05051, -0.76515], [0.40585, -0.12805, 0.20230], [-0.75221, -0.51437, -0.82332], [-0.73292, -1.37474, 0.35504], [-0.80036, 0.34191, 1.81384], [-0.24711, -0.86075, -1.81120], [-0.30241, -2.36682, 0.09440], [-0.00781, 1.67834, 1.08074], [1.31654, -0.68865, 0.30267], [-1.18897, 0.53125, -0.93439]]}

# 15
{"formula": "C4H6NO3P", "method": "ωB97M-V with the def2-TZVPD basis set", "spin_multiplicity": 1, "smiles": "O=C=C(O)/C=C(/O)NP", "energy_ev": -21163.2241, "homo_energy_ev": -7.87, "fmax_ev_per_a": 3.254, "homo_lumo_gap_ev": 7.906, "species": ["P", "O", "O", "O", "N", "C", "C", "C", "C", "H", "H", "H", "H", "H", "H"], "positions_angstrom": [[-2.61541, -0.94220, 0.04163], [3.43853, -0.81650, 1.17908], [-1.33076, 1.77326, 1.20138], [1.25397, -0.44006, -1.58338], [-0.96806, -0.24974, -0.03556], [-0.55735, 0.93505, 0.49543], [2.58998, -0.44895, 0.42965], [0.74753, 1.15494, 0.33062], [1.60927, 0.11436, -0.21864], [-0.32358, -0.64032, -0.76921], [1.00412, 2.13642, 0.60894], [-2.25823, 1.70074, 0.95430], [-2.22074, -2.09964, 0.52327], [-2.51004, -1.37009, -1.29217], [2.14076, -0.80727, -1.86533]]}

# 16
{"formula": "C4H6NOP", "method": "ωB97M-V with the def2-TZVPD basis set", "spin_multiplicity": 1, "smiles": "[O-][N+]1=PCCC=C1", "energy_ev": -17068.1574, "homo_energy_ev": [-8.26, -8.26], "fmax_ev_per_a": 3.920, "homo_lumo_gap_ev": [8.080, 8.081], "species": ["P", "O", "N", "C", "C", "C", "C", "H", "H", "H", "H", "H", "H"], "positions_angstrom": [[-2.27227, -1.21850, -0.11695], [-3.62488, 0.92391, -0.00057], [-2.50572, 0.36931, 0.03578], [0.45549, -0.29764, -0.38280], [-0.00780, 1.10749, -0.16391], [-1.24220, 1.46224, 0.09993], [-0.44944, -1.31400, 0.29498], [-1.65609, 2.43965, 0.25008], [1.46661, -0.40807, 0.01913], [-0.12517, -2.32410, 0.04207], [0.52030, -0.49215, -1.45757], [0.75407, 1.87422, -0.22119], [-0.37271, -1.21509, 1.38148]]}

# 17
{"formula": "C4H6NOP", "method": "ωB97M-V with the def2-TZVPD basis set", "spin_multiplicity": 1, "smiles": "O=NC#[PH2].C#CC", "energy_ev": -17066.4563, "homo_energy_ev": -9.35, "fmax_ev_per_a": 1.583, "homo_lumo_gap_ev": 10.100, "species": ["P", "O", "N", "C", "C", "C", "C", "H", "H", "H", "H", "H", "H"], "positions_angstrom": [[-2.09424, 1.44741, -0.24636], [-1.08813, -2.42973, 0.12124], [-1.37016, -1.27933, 0.09527], [1.57690, 0.59506, 1.29722], [1.52761, 0.05445, 0.23040], [1.54292, -0.58481, -1.06650], [-1.60371, -0.15441, 0.28846], [2.56962, -0.82195, -1.34408], [-1.43755, 2.12412, 0.78352], [1.60325, 1.03893, 2.24688], [1.11133, 0.08071, -1.81363], [0.97150, -1.51089, -1.04506], [-3.30935, 1.44045, 0.45261]]}

# 18
{"formula": "C4H6NOS", "method": "ωB97M-V with the def2-TZVPD basis set", "spin_multiplicity": 1, "energy_ev": -18607.1170, "homo_energy_ev": -13.61, "total_charge": 1, "fmax_ev_per_a": 5.210, "homo_lumo_gap_ev": 8.292, "species": ["S", "O", "N", "C", "C", "C", "C", "H", "H", "H", "H", "H", "H"], "positions_angstrom": [[-2.54450, 1.09988, -0.00382], [-0.94964, -2.38456, -0.26077], [-0.03085, 0.33476, -0.02764], [-2.76645, -0.64015, 0.02383], [1.43215, 0.49463, -0.17454], [-0.81234, 1.35194, 0.07224], [-1.72982, -1.47988, -0.10938], [1.52992, 1.06424, -1.08495], [-0.34584, 2.33838, -0.11684], [-0.26461, -2.54610, 0.34506], [-3.76781, -0.86974, 0.34462], [1.81106, -0.46995, -0.22915], [1.84211, 1.17205, 0.56824]]}

# 19
{"formula": "C4H6NP", "method": "ωB97M-V with the def2-TZVPD basis set", "spin_multiplicity": 1, "energy_ev": -15019.2361, "homo_energy_ev": [-8.39, -6.92], "fmax_ev_per_a": 3.403, "homo_lumo_gap_ev": [8.094, 6.753], "species": ["P", "N", "C", "C", "C", "C", "H", "H", "H", "H", "H", "H"], "positions_angstrom": [[-1.35953, 0.47373, 0.86982], [-0.64433, 1.18974, -0.39938], [0.51848, 1.69125, -0.65926], [1.75091, 0.53568, 1.14552], [-1.79105, -1.23372, 0.23470], [1.78338, 1.25038, 0.07355], [0.70374, 2.25857, -1.52992], [2.74799, 1.70894, -0.34677], [-2.81020, -1.14150, -0.12754], [-1.72262, -1.96358, 0.94621], [1.31847, 0.19943, 2.01769], [-1.19462, -1.57979, -0.56060]]}

# 20
{"formula": "C4H6NP", "method": "ωB97M-V with the def2-TZVPD basis set", "spin_multiplicity": 1, "smiles": "NC1=CC=[PH]=C1", "energy_ev": -15021.7630, "homo_energy_ev": -8.96, "fmax_ev_per_a": 5.202, "homo_lumo_gap_ev": 9.675, "species": ["P", "N", "C", "C", "C", "C", "H", "H", "H", "H", "H", "H"], "positions_angstrom": [[-0.27900, -1.34207, 1.76584], [-0.48831, 1.78818, -1.21580], [-0.76164, 0.27447, 1.10131], [0.77517, -1.61746, 0.31992], [0.60389, -0.64939, -0.59858], [-0.26638, 0.38292, -0.13156], [-1.45461, 2.05406, -1.05022], [0.74744, -0.88171, 2.59568], [-1.41849, 0.95961, 1.60019], [1.37340, -2.50113, 0.19182], [1.07450, -0.60918, -1.56660], [-0.42538, 1.35524, -2.13351]]}